Computed, not measured: an isolated molecule of C2H3I2NS in a non-equilibrium geometry, with ωB97M-V/def2-TZVPD.

Results
**ΔE to the lowest compared entry with this formula, charge and spin**: 0.5859 eV
**Frontier orbital gap**: 7.10 eV

Cartesian coordinates (Å):
C: -0.637 0.515 0.043
C: 1.622 -0.460 -0.003
N: 0.174 -0.342 -0.031
S: -2.375 0.498 -0.044
I: -4.033 -1.617 0.070
I: -0.524 2.708 -0.056
H: 2.058 -0.803 -0.945
H: 2.005 0.500 0.022
H: 1.710 -0.999 0.944